1.
14
Properties=species:S:1:pos:R:3 method="wB97M-V/def2-TZVPD" homo_energy_ev=-8.7 smiles=CNC.SS relative_energy_kcal_mol=22.0 lumo_energy_ev=0.245 gap_ev=8.9140 e_tot_ha=-932.688999
S 3.034 -0.151 -2.627
S 2.638 -0.550 -0.618
H 2.615 -1.352 -3.051
H 2.009 0.602 -0.377
C -0.611 0.453 1.787
N -1.490 -0.329 0.900
C -1.424 0.120 -0.466
H -0.735 1.507 1.555
H 0.411 0.100 1.658
H -0.893 0.225 2.813
H -1.254 -1.307 1.001
H -0.402 0.186 -0.870
H -1.958 -0.570 -1.119
H -1.941 1.066 -0.586


2.
14
Properties=species:S:1:pos:R:3 method="wB97M-V/def2-TZVPD" homo_energy_ev=-9.0 smiles=C1C[SiH2][SiH2]N1 relative_energy_kcal_mol=6.3 lumo_energy_ev=0.968 gap_ev=9.9335 e_tot_ha=-715.297775
C -0.922 0.749 -0.621
C 0.525 1.130 -0.479
N -1.166 -0.733 -0.572
Si 1.526 -0.051 0.651
Si -0.331 -1.657 0.658
H -1.398 1.284 0.212
H -1.316 1.088 -1.598
H 0.996 1.393 -1.403
H 0.414 2.045 0.097
H -2.115 -0.936 -0.877
H 3.078 -0.437 0.152
H 1.517 0.532 1.995
H -0.964 -1.670 1.950
H -0.299 -2.949 0.168


3.
14
Properties=species:S:1:pos:R:3 method="wB97M-V/def2-TZVPD" homo_energy_ev=-3.1 relative_energy_kcal_mol=4.9 total_charge=-1 lumo_energy_ev=3.999 gap_ev=7.1358 e_tot_ha=-630.309376
C -1.188 0.479 -0.634
C -0.673 -0.936 -0.282
S 1.106 -0.982 0.016
H -0.589 0.813 -1.490
H -0.984 1.130 0.217
H -2.220 0.633 -0.960
H -0.976 -1.623 -1.082
H -1.275 -1.263 0.580
H -0.332 -0.626 3.543
H 0.160 -0.189 2.191
O -0.012 0.149 3.092
H 1.666 0.561 -1.383
H 3.097 0.835 -1.734
O 2.221 1.019 -2.075